No. 1
{
  "formula": "C24H52Cl12N4O4",
  "method": "the ωB97M-V functional and the def2-TZVPD basis",
  "spin_multiplicity": 1,
  "smiles": "CN(C)C=O.CN(C)C=O.CN(C)C=O.CN(C)C=O.ClCCCl.ClCCCl.ClCCCl.ClCCCl.ClCCCl.ClCCCl",
  "species": ["C", "N", "C", "C", "O", "H", "H", "H", "H", "H", "H", "H", "C", "N", "C", "C", "O", "H", "H", "H", "H", "H", "H", "H", "C", "N", "C", "C", "O", "H", "H", "H", "H", "H", "H", "H", "C", "N", "C", "C", "O", "H", "H", "H", "H", "H", "H", "H", "Cl", "C", "C", "Cl", "H", "H", "H", "H", "Cl", "C", "C", "Cl", "H", "H", "H", "H", "Cl", "C", "C", "Cl", "H", "H", "H", "H", "Cl", "C", "C", "Cl", "H", "H", "H", "H", "Cl", "C", "C", "Cl", "H", "H", "H", "H", "Cl", "C", "C", "Cl", "H", "H", "H", "H"],
  "positions_angstrom": [[2.4135, -0.8176, -5.9862], [0.9676, -0.9825, -5.8667], [0.0785, -0.2914, -6.8256], [0.4692, -1.4026, -4.6565], [-0.7020, -1.3493, -4.2935], [2.6360, -1.2631, -6.9558], [3.0451, -1.3398, -5.2675], [2.5751, 0.2538, -5.8670], [0.4859, -0.4738, -7.8200], [-0.9663, -0.6011, -6.8022], [0.0211, 0.7953, -6.7626], [1.3274, -1.7891, -4.0852], [0.8442, -1.2450, 5.1585], [1.1168, -2.5442, 5.8039], [2.0945, -3.3912, 5.2138], [0.5306, -2.8841, 6.9553], [0.8324, -3.7965, 7.6884], [0.5935, -0.4345, 5.8429], [0.0012, -1.3855, 4.4819], [1.6574, -0.9057, 4.5168], [1.7840, -3.5981, 4.1897], [2.9961, -2.7875, 5.1097], [2.2620, -4.3154, 5.7668], [-0.2428, -2.1512, 7.2327], [0.4405, -0.8188, -1.1318], [0.3973, -0.2114, 0.1976], [-0.9476, 0.1995, 0.5894], [1.4704, -0.3364, 1.0135], [1.5655, 0.0077, 2.1876], [1.3724, -1.3366, -1.3586], [0.3750, 0.0565, -1.7781], [-0.3588, -1.5178, -1.3777], [-1.3166, 0.7999, -0.2422], [-1.5512, -0.7048, 0.6667], [-0.9786, 0.7644, 1.5211], [2.3093, -0.8492, 0.5179], [0.4521, 2.7785, 4.1032], [0.6261, 3.7557, 3.0767], [1.3453, 3.1831, 1.9130], [0.3045, 5.0289, 3.2641], [0.5475, 5.8647, 2.3613], [-0.0162, 3.2465, 4.9691], [1.4570, 2.4312, 4.3433], [-0.1728, 1.9720, 3.7194], [2.2327, 2.7200, 2.3444], [0.6749, 2.5033, 1.3872], [1.5804, 3.9419, 1.1665], [-0.1785, 5.2488, 4.2287], [2.7915, 0.6975, -2.6570], [2.5524, 2.3746, -2.0308], [1.1150, 2.8491, -2.1914], [0.6052, 2.7041, -3.8621], [3.1804, 3.0312, -2.6330], [2.9015, 2.4648, -1.0022], [0.8103, 3.8501, -1.8858], [0.4143, 2.1582, -1.7228], [-1.6962, 3.7257, -0.5454], [-2.5076, 5.2828, -0.6421], [-1.4903, 6.3437, -0.3810], [-0.2702, 6.3170, -1.6246], [-3.3122, 5.3410, 0.0909], [-2.9294, 5.2977, -1.6470], [-0.9528, 6.4850, 0.5566], [-2.0820, 7.2423, -0.5560], [2.6496, -3.5977, 0.6630], [3.5332, -4.7661, 1.6585], [4.0872, -5.9410, 0.7819], [4.9640, -7.0754, 1.8443], [2.8574, -4.9545, 2.4927], [4.4235, -4.2711, 2.0465], [4.8070, -5.5902, 0.0424], [3.2958, -6.4583, 0.2395], [-2.6505, 0.9309, 3.9956], [-4.1763, 1.3029, 3.3070], [-4.1551, 1.1569, 1.7969], [-4.3876, -0.5276, 1.4072], [-4.4783, 2.2961, 3.6396], [-4.9729, 0.7423, 3.7962], [-3.2362, 1.4838, 1.3102], [-4.9724, 1.7066, 1.3301], [-5.4060, 1.1549, -1.7648], [-4.0686, 1.3764, -2.9469], [-3.3968, 0.0305, -3.1698], [-4.4535, -1.0312, -3.9924], [-3.3511, 2.1155, -2.5905], [-4.5201, 1.7898, -3.8487], [-2.9437, -0.4185, -2.2859], [-2.5486, 0.2957, -3.8009], [-0.3068, -4.7711, -4.3428], [-1.1505, -4.8457, -2.7252], [-0.1790, -4.4361, -1.5682], [0.7924, -5.9139, -1.2742], [-1.5441, -5.8524, -2.5849], [-2.0580, -4.2424, -2.7490], [-0.6146, -4.1842, -0.6013], [0.5797, -3.6969, -1.8253]]
}

No. 2
{
  "formula": "C24H52F5GaNO12P2S",
  "method": "the ωB97M-V functional and the def2-TZVPD basis",
  "total_charge": -1,
  "spin_multiplicity": 1,
  "species": ["C", "C", "O", "N", "C", "C", "C", "C", "C", "Ga", "C", "C", "C", "S", "O", "O", "O", "C", "F", "F", "C", "F", "F", "F", "H", "H", "H", "H", "H", "H", "H", "H", "H", "H", "H", "H", "H", "H", "H", "H", "H", "H", "H", "H", "H", "H", "O", "P", "O", "C", "C", "O", "C", "C", "O", "C", "C", "H", "H", "H", "H", "H", "H", "H", "H", "H", "H", "H", "H", "H", "H", "H", "O", "P", "O", "C", "C", "O", "C", "C", "O", "C", "C", "H", "H", "H", "H", "H", "H", "H", "H", "H", "H", "H", "H", "H", "H", "H"],
  "positions_angstrom": [[2.8973, -2.7474, 0.9520], [3.2302, -1.1827, 0.4637], [4.4650, -0.9184, 0.0299], [2.0814, -0.2058, 0.5704], [2.3359, 0.9035, 1.5659], [1.6058, 0.3004, -0.7730], [-0.0633, 0.3677, -0.6946], [-0.6856, 1.7649, -1.2865], [-2.3246, 1.4976, -1.4760], [-3.2340, 0.6871, 0.1954], [-4.9912, -0.3903, -0.2492], [-5.1804, -1.4227, 1.0530], [-6.2441, -2.6381, 0.7698], [-5.4404, -4.3288, 1.1270], [-6.5706, -5.3058, 1.6056], [-4.4089, -4.2617, 2.2936], [-4.6873, -4.8475, -0.3331], [-3.7079, 2.1126, 1.6635], [-5.1500, 2.4535, 1.6248], [-2.9683, 3.3965, 1.3697], [-3.3541, 1.6245, 3.1880], [-4.4944, 1.9610, 4.1039], [-2.1499, 2.4017, 3.6267], [-3.0784, 0.1762, 3.3369], [1.8375, -3.0041, 0.4858], [3.7371, -3.5070, 0.6554], [2.7349, -2.7320, 2.1302], [1.3835, 0.9265, 2.2849], [3.2734, 0.7543, 2.2508], [2.3162, 1.9519, 1.0057], [2.0752, 1.3197, -1.1112], [1.8612, -0.4979, -1.6232], [-0.3059, 0.3671, 0.4737], [-0.5369, -0.5851, -1.2186], [-0.5878, 2.5839, -0.4304], [-0.1714, 2.1635, -2.2618], [-2.5556, 0.8262, -2.4348], [-2.7662, 2.5721, -1.7491], [-2.2886, -0.3945, 0.9665], [-5.9223, 0.3215, -0.3410], [-4.7839, -1.0401, -1.2020], [-5.4258, -0.7613, 1.9951], [-4.0993, -1.8948, 1.2129], [-7.1061, -2.5309, 1.5830], [-6.6303, -2.5634, -0.3337], [-4.2010, -4.0181, -0.6617], [-5.0082, -0.8978, -5.3287], [-4.4048, -1.8185, -6.4175], [-3.1860, -2.3916, -5.4535], [-3.4962, -3.4194, -4.5322], [-3.6953, -4.7462, -5.2388], [-3.5178, -0.6033, -7.1411], [-3.9940, 0.7387, -7.0908], [-3.3634, 1.4887, -5.9291], [-3.7305, -2.8472, -7.6341], [-4.5491, -3.0411, -8.7788], [-4.7083, -1.7765, -9.6027], [-4.3810, -3.1475, -3.9489], [-2.6527, -3.4995, -3.8393], [-4.5919, -4.7218, -5.8672], [-3.8105, -5.5584, -4.5117], [-2.8470, -4.9727, -5.8917], [-5.0864, 0.7600, -7.0442], [-3.7115, 1.2267, -8.0305], [-3.4015, 0.9226, -4.9923], [-3.8652, 2.4511, -5.7739], [-2.3051, 1.6807, -6.1292], [-5.5248, -3.4245, -8.4635], [-4.0694, -3.8117, -9.3907], [-5.3254, -1.0429, -9.0741], [-5.1957, -1.9926, -10.5574], [-3.7382, -1.3079, -9.7980], [8.2411, 0.8662, 5.7622], [7.3433, 2.0875, 6.0778], [5.9190, 1.2601, 5.9039], [5.4808, 0.4590, 6.9844], [4.9601, 1.3135, 8.1236], [7.3987, 2.6969, 4.5245], [8.5488, 2.4591, 3.7177], [8.3385, 1.2450, 2.8281], [6.3401, 3.4521, 6.4304], [7.0198, 4.5720, 6.9800], [7.9642, 5.2253, 5.9876], [6.2911, -0.1946, 7.3211], [4.6737, -0.1781, 6.6094], [5.7714, 1.8911, 8.5793], [4.5084, 0.6875, 8.9019], [4.2131, 2.0288, 7.7662], [9.4431, 2.3586, 4.3391], [8.7022, 3.3438, 3.0894], [7.9422, 0.3844, 3.3774], [9.2805, 0.9488, 2.3514], [7.6110, 1.4697, 2.0426], [7.5579, 4.2605, 7.8810], [6.2560, 5.2962, 7.2808], [8.8276, 4.5817, 5.7907], [8.3413, 6.1752, 6.3764], [7.4662, 5.4070, 5.0296]]
}

Kohn-Sham gap? In order: 9.27; 5.07 eV.
Energy? In order: -190151.04620; -147157.13234 eV.